(1)
{
  "formula": "C2H5O3",
  "method": "ωB97M-V with the def2-TZVPD basis set",
  "relative_energy_kj_mol": 67.29,
  "gap_ha": 0.333,
  "total_charge": -1,
  "e_homo_ev": -4.61,
  "elements": ["O", "C", "O", "H", "C", "O", "H", "H", "H", "H"],
  "coordinates": [[0.029343, 1.243455, -1.455877], [-0.970910, 1.293787, -0.728096], [-1.237468, 0.612546, 0.301514], [-1.772065, 2.018921, -1.004096], [1.517059, -1.249870, 0.523950], [0.226587, -1.504406, 1.027358], [1.590012, -0.227450, 0.146660], [2.254241, -1.390072, 1.322290], [1.762427, -1.914155, -0.314138], [-0.358350, -0.744589, 0.710769]],
  "atomic_forces_ev_per_a": [[0.1, 0.1, -0.1], [0.0, -0.4, 0.2], [0.0, 0.1, -0.1], [-0.1, 0.2, -0.1], [-0.2, 0.2, 0.0], [-0.3, 0.3, -0.2], [0.1, 0.0, 0.0], [0.1, -0.1, 0.0], [0.1, -0.1, 0.0], [0.3, -0.3, 0.2]]
}

---

(2)
{
  "formula": "C2H5O3",
  "method": "ωB97M-V with the def2-TZVPD basis set",
  "relative_energy_kj_mol": 96.52,
  "gap_ha": 0.320,
  "total_charge": -1,
  "e_homo_ev": -4.34,
  "elements": ["O", "C", "O", "C", "H", "H", "H", "H", "H", "O"],
  "coordinates": [[-1.635700, 0.028691, -0.131712], [-0.465463, -0.414576, 0.218246], [0.204003, -1.227951, -0.482995], [0.219623, 0.061230, 1.499809], [0.877277, -0.658798, 2.091512], [0.807333, 1.117975, 1.371813], [-0.753335, 0.126950, 2.114428], [0.090145, 1.085521, -2.131266], [0.274879, -0.369963, -1.888457], [0.381237, 0.250921, -2.661377]],
  "atomic_forces_ev_per_a": [[2.8, -0.5, 1.7], [-1.3, -0.2, -2.3], [0.0, 0.1, 0.5], [-0.9, 1.5, 1.9], [-0.6, 0.7, -1.4], [-1.7, -2.5, 0.3], [1.7, 0.9, -0.1], [0.6, -2.0, -1.7], [0.1, -0.5, -0.5], [-0.7, 2.5, 1.8]]
}

---

(3)
{
  "formula": "C2H5O3P",
  "method": "ωB97M-V with the def2-TZVPD basis set",
  "relative_energy_kj_mol": 543.57,
  "gap_ha": 0.380,
  "e_homo_ev": -9.78,
  "smiles": "CC1(OP)OO1",
  "elements": ["C", "C", "O", "P", "O", "O", "H", "H", "H", "H", "H"],
  "coordinates": [[-0.668527, 0.014252, -1.692975], [-0.184174, -0.093830, -0.216995], [0.950069, 0.336215, 0.305578], [1.472376, -0.373494, 1.845706], [-0.744600, -1.126703, 0.529359], [-1.449444, 0.138244, 0.723274], [-0.538749, 0.990231, -2.165577], [-1.644565, -0.402982, -1.667583], [0.051456, -0.531190, -2.183224], [2.294433, 0.807375, 1.747758], [0.461726, 0.241882, 2.774680]],
  "atomic_forces_ev_per_a": [[1.4, 1.3, 2.6], [-3.5, 0.0, 2.1], [-0.2, -0.2, -0.7], [-0.7, 1.9, -0.5], [0.3, -0.4, -1.0], [1.5, 0.4, -1.0], [-0.6, 0.2, 0.7], [-0.7, -0.2, -0.4], [1.3, -2.0, -1.6], [0.1, -0.6, 1.0], [1.0, -0.5, -1.1]]
}

---

(4)
{
  "formula": "C2H5O4PS",
  "method": "ωB97M-V with the def2-TZVPD basis set",
  "relative_energy_kj_mol": 22.50,
  "gap_ha": 0.214,
  "total_charge": -2,
  "e_homo_ev": 0.12,
  "elements": ["C", "C", "O", "O", "O", "O", "P", "S", "H", "H", "H", "H", "H"],
  "coordinates": [[1.359759, -0.719506, -1.035728], [0.020143, -0.417590, -1.063169], [-2.383779, -0.788684, 0.108311], [-1.187909, 1.291553, 0.842579], [-0.265399, -1.094347, 1.640679], [1.321342, 1.762411, 1.574312], [-0.954749, -0.186902, 0.591341], [-1.041904, -0.207667, -2.484556], [1.830846, -0.733956, -1.990701], [0.327513, 1.914595, 1.341917], [1.859423, -1.060197, -0.104419], [1.257438, 0.743441, 1.434935], [-2.142726, -0.503152, -0.855501]],
  "atomic_forces_ev_per_a": [[-2.2, 0.1, 0.7], [0.4, 0.0, 1.1], [1.1, 0.4, -0.8], [0.4, -0.4, 0.2], [-1.0, 1.7, -1.2], [-1.5, -2.0, -0.6], [1.4, -1.5, 0.6], [0.8, 0.1, 0.2], [0.8, -0.3, -0.5], [1.4, -0.2, 0.3], [-0.4, 0.6, -0.7], [0.5, 2.4, 0.6], [-1.6, -0.7, 0.1]]
}

---

(5)
{
  "formula": "C2H5O5S2",
  "method": "ωB97M-V with the def2-TZVPD basis set",
  "relative_energy_kj_mol": 47.54,
  "gap_ha": 0.243,
  "total_charge": -1,
  "e_homo_ev": -3.15,
  "elements": ["C", "C", "O", "O", "O", "O", "O", "S", "S", "H", "H", "H", "H", "H"],
  "coordinates": [[-1.093062, 1.609912, 0.688475], [0.537688, 0.442472, -0.887696], [0.680723, -1.034432, 1.469729], [-0.913524, -1.921988, -0.329969], [1.566755, -1.979599, -0.574976], [-0.061696, 1.406635, 1.460199], [0.809028, 0.081844, -2.217880], [-2.324566, 0.534284, 0.545660], [0.580555, -1.122917, 0.015152], [-1.071489, 2.549458, 0.260144], [1.249892, 1.042631, -0.342782], [-0.035384, 0.484969, 1.912508], [1.695837, -0.487886, -2.239819], [-1.620756, -1.605385, 0.241256]],
  "atomic_forces_ev_per_a": [[0.2, -3.2, 0.6], [-0.8, -1.3, 0.3], [-0.5, 0.1, 0.1], [2.6, 0.0, -0.2], [0.2, -0.9, -0.5], [0.4, 0.2, 2.1], [2.9, -1.2, -0.1], [-1.5, 0.7, 0.4], [-1.6, 0.3, -0.6], [0.0, 1.8, -1.0], [0.8, 0.2, -0.1], [-0.1, 1.2, -1.3], [-2.6, 1.5, 0.0], [0.1, 0.7, 0.3]]
}

---

(6)
{
  "formula": "C2H5OP",
  "method": "ωB97M-V with the def2-TZVPD basis set",
  "relative_energy_kj_mol": 188.01,
  "gap_ha": 0.398,
  "e_homo_ev": -9.74,
  "smiles": "P[C@@H]1CO1",
  "elements": ["P", "C", "C", "O", "H", "H", "H", "H", "H"],
  "coordinates": [[1.719359, 0.518689, -0.214232], [-0.140789, 0.529805, -0.384852], [-1.087329, -0.299732, 0.326280], [-0.783388, -0.447543, -1.102957], [1.879107, -0.847104, -0.612049], [1.796681, 0.036313, 1.137389], [-0.538485, 1.548573, -0.591069], [-0.737139, -1.204118, 0.886433], [-2.108020, 0.165119, 0.555055]],
  "atomic_forces_ev_per_a": [[0.0, -0.9, 0.4], [0.9, 2.2, 0.5], [-1.1, -1.0, 0.0], [-1.0, -0.8, 0.1], [-0.1, 0.4, -0.2], [-0.1, 0.5, -0.2], [0.5, -0.5, 0.0], [-0.5, 1.2, -0.3], [1.5, -1.0, -0.3]]
}